The following is a DFT calculation (wB97M-V/def2-TZVPD) of C17H35As3F8N2O5PtS2 as an isolated structure.

For the energy above the lowest of the compared OMol25 structures with the same formula, charge and spin, the calculation gives 5.0131 eV. The HOMO energy (alpha / beta) is -13.44 / -12.70 eV. As for the net charge: +2. The calculation puts the frontier orbital gap (alpha / beta) at 0.1529 / 0.1022 Ha.

```
73
Properties=species:S:1:pos:R:3:forces:R:3:lowdin_charge:R:1
Pt 0.7377 1.5616 -0.1620 1.6 -0.5 -2.8 0.90
C -0.1999 -0.1052 3.0601 0.4 0.5 0.0 -0.21
As -0.5606 -0.0702 1.1406 -0.1 -3.2 1.2 1.18
C -2.5127 -0.1704 1.2089 -0.1 0.7 -0.4 -0.22
C 0.1005 -1.9312 0.7274 0.2 0.6 -0.2 -0.26
C -0.1965 -2.6302 -0.6017 -0.3 0.0 -0.3 -0.67
C 0.4034 -4.0432 -0.5461 0.1 0.3 0.1 -0.03
C 0.4731 -1.9230 -1.7979 0.2 0.7 0.1 -0.28
As -0.0987 -0.0707 -2.3631 0.7 -2.1 0.4 1.28
C -1.8240 -0.3677 -3.2876 -0.2 0.8 0.4 -0.21
C 1.0151 0.1082 -3.9718 0.2 0.7 0.3 -0.22
C -1.6970 -2.7040 -0.8771 0.1 -0.4 0.4 -0.37
As -2.9610 -3.7291 0.3197 -1.1 0.4 0.1 1.18
C -2.2219 -4.4110 2.0206 0.4 -0.1 -0.5 -0.31
C -3.2341 -5.4151 -0.6434 0.5 0.1 0.1 -0.31
H -0.9500 -0.7203 3.5661 0.0 0.0 -0.4 0.06
H -0.2761 0.9103 3.4423 0.0 0.0 0.0 0.04
H 0.7958 -0.5009 3.2544 -0.1 0.1 -0.1 0.04
H -2.8539 -1.1516 1.5611 0.4 -0.1 -0.1 0.02
H -2.9622 0.0677 0.2504 0.0 -0.1 0.0 0.02
H -2.8161 0.6000 1.9150 0.0 0.0 0.0 0.05
H -0.2628 -2.5563 1.5496 -0.1 0.3 0.0 0.07
H 1.1833 -1.8316 0.8406 0.0 0.0 0.1 0.08
H 1.4863 -3.9911 -0.4782 0.2 0.0 0.0 0.10
H 0.1531 -4.6041 -1.4444 -0.1 0.0 -0.1 0.10
H 0.0415 -4.5916 0.3208 -0.1 0.0 0.0 0.07
H 0.3669 -2.5509 -2.6909 0.0 0.2 0.0 0.10
H 1.5404 -1.8068 -1.5867 0.0 0.0 -0.1 0.08
H -1.8765 -1.3821 -3.6895 0.4 0.0 0.2 0.06
H -1.8644 0.3462 -4.1096 0.1 0.0 0.0 0.04
H -2.6681 -0.1761 -2.6309 0.0 -0.1 0.0 0.03
H 0.6451 -0.5617 -4.7528 -0.2 0.0 0.3 0.06
H 2.0589 -0.1121 -3.7617 -0.1 0.0 0.1 0.03
H 0.9272 1.1365 -4.3249 0.0 0.0 -0.1 0.05
H -1.8773 -3.1643 -1.8531 0.0 0.0 0.0 0.08
H -2.0805 -1.6818 -0.9137 -0.3 -0.1 0.0 0.01
H -1.8867 -3.6188 2.6853 0.0 0.1 0.0 0.01
H -1.4197 -5.1244 1.8375 0.1 0.0 0.2 0.02
H -3.0376 -4.9414 2.5132 -0.1 0.1 -0.1 0.03
H -3.5988 -5.2381 -1.6533 0.0 0.1 0.0 0.03
H -3.9761 -6.0108 -0.1144 0.0 0.1 0.1 0.03
H -2.2948 -5.9688 -0.6796 -0.1 -0.1 -0.1 0.03
F -0.8022 4.8073 3.4271 0.2 -0.2 -0.5 0.17
C -1.1997 5.0962 2.1918 -0.5 0.4 0.5 -0.67
F -2.5214 5.0761 2.1552 0.1 -0.1 -0.2 0.18
F -0.7601 6.2884 1.8528 0.2 -0.3 -0.3 0.20
S -0.5944 3.7497 1.0387 -0.9 1.2 0.4 0.61
O 0.8399 3.8022 0.9200 1.0 0.2 -0.1 -0.31
O -1.0537 2.5202 1.6399 -0.2 -0.7 0.4 -0.37
N -1.3478 4.0882 -0.2967 0.1 0.4 -0.1 -0.25
S -1.2916 3.0095 -1.4073 -2.5 0.3 -0.1 0.56
O -1.8621 1.7418 -1.0162 -0.9 0.2 -0.3 -0.43
O -0.0094 2.8509 -2.0605 1.9 0.2 -0.2 -0.38
C -2.3549 3.6771 -2.7774 -0.3 0.3 -0.4 -0.66
F -3.6287 3.7399 -2.4453 0.3 -0.1 0.3 0.20
F -1.9143 4.8582 -3.1552 0.0 0.0 0.2 0.19
F -2.2193 2.8126 -3.7918 0.1 0.0 0.3 0.14
C 5.4725 1.7721 2.1227 0.8 0.2 -0.1 -0.02
N 4.0566 1.5470 2.1332 -0.5 -0.7 -0.2 -0.17
C 3.2243 2.5111 2.8084 -0.6 0.3 0.1 0.00
C 3.5128 0.5478 1.4630 0.8 0.1 0.3 -0.31
O 2.2897 0.3297 1.3726 -0.6 0.3 -0.2 -0.16
H 5.8445 1.9152 3.1354 0.0 -0.1 0.0 0.11
H 5.7032 2.6711 1.5479 0.0 0.0 0.0 0.11
H 5.9838 0.9269 1.6710 0.0 0.0 0.0 0.10
H 3.8288 3.0977 3.4974 0.0 -0.1 0.0 0.11
H 2.4374 1.9873 3.3534 0.1 0.1 0.0 0.10
H 2.7451 3.1862 2.0897 0.2 -0.1 0.1 0.08
H 4.2279 -0.1302 0.9780 0.0 0.1 0.1 0.16
F 2.9890 0.4234 -1.5995 -0.7 1.2 0.4 0.00
C 2.5909 1.7097 -1.3007 1.2 -1.6 0.5 -0.29
F 3.6003 2.2495 -0.5850 -1.4 -0.2 -0.3 0.07
H 2.4908 2.2648 -2.2437 -0.7 0.1 0.4 0.14
```
Forces are in eV/Å.